Molecular formula: C6H9BrClNO2
Method: DFT, ωB97M-V with the def2-TZVPD basis set

Cartesian coordinates (Å):
O1 -3.284 0.675 -1.474
N1 -3.299 -0.159 -0.537
O2 -4.046 0.200 0.599
C1 -2.628 -1.287 -0.481
Cl1 -2.849 -2.298 0.818
Br1 -1.785 -1.753 -2.076
H1 -4.782 0.684 0.206
C2 0.321 -0.840 0.507
C3 -0.450 0.232 0.577
C4 -0.053 1.176 -0.531
C5 1.125 0.487 -1.305
C6 1.361 -0.847 -0.570
H2 0.334 -1.798 1.029
H3 -1.121 0.657 1.271
H4 0.097 2.238 -0.108
H5 -0.906 1.314 -1.152
H6 2.054 1.060 -1.465
H7 1.094 0.249 -2.319
H8 1.267 -1.612 -1.260
H9 2.362 -0.916 -0.222

## Properties
relative energy (zero: lowest compared OMol25 entry of this formula, charge and spin) = 0.00 kcal/mol
HOMO energy = -0.317 Eh
LUMO energy = 0.4 eV
gap between HOMO and LUMO = 9.0015 eV
SMILES = [O-]/[N+](O)=C(/Cl)Br.C1=CCCC1

And the Mulliken charges, in e, turn out to be: -0.700 0.737 -0.428 0.100 -0.110 0.009 0.348 -0.546 -0.407 -0.381 -0.826 -0.628 0.360 0.593 0.308 0.176 0.354 0.348 0.365 0.330



Molecular formula: C11H15N
Method: DFT, ωB97M-V with the def2-TZVPD basis set

Cartesian coordinates (Å):
C1 -1.339 -2.037 -1.372
C2 -1.376 -0.565 -1.143
C3 -1.755 0.412 -2.021
N1 -1.544 1.658 -1.446
C4 -1.086 1.418 -0.142
C5 -0.610 2.407 0.729
C6 -0.139 1.893 1.937
C7 -0.413 0.578 2.324
C8 -0.818 -0.396 1.427
C9 -1.014 0.030 0.094
H1 -0.422 -2.615 -1.455
H2 -1.662 -2.221 -2.413
H3 -1.996 -2.495 -0.623
H4 -2.189 0.087 -2.952
H5 -1.636 2.513 -1.967
H6 -0.635 3.446 0.435
H7 0.224 2.622 2.650
H8 -0.080 0.368 3.330
H9 -1.013 -1.383 1.814
C10 2.741 -0.298 0.632
C11 2.134 -1.152 -0.448
H10 2.892 -0.737 1.631
H11 3.722 0.077 0.328
H12 2.160 0.578 0.920
H13 1.386 -1.883 -0.150
H14 2.868 -1.784 -0.961
H15 1.599 -0.521 -1.157

## Properties
relative energy (zero: lowest compared OMol25 entry of this formula, charge and spin) = 24.05 kcal/mol
HOMO energy = -0.286 Eh
LUMO energy = 0.9 eV
gap between HOMO and LUMO = 8.6966 eV
SMILES = Cc1c[nH]c2ccccc12.CC

And the Mulliken charges, in e, turn out to be: -1.318 0.855 -0.814 -0.080 -0.351 -0.660 -0.579 -0.535 -0.338 0.825 0.270 0.359 0.288 0.384 0.161 0.427 0.378 0.338 0.366 -0.846 -0.650 0.276 0.334 0.163 0.124 0.431 0.191



Molecular formula: C3H10NO
Method: DFT, ωB97M-V with the def2-TZVPD basis set

Cartesian coordinates (Å):
C1 0.578 -2.409 -0.353
N1 0.747 -1.650 0.902
H1 1.396 -3.080 -0.607
H2 -0.401 -2.878 -0.443
H3 0.526 -1.739 -1.202
H4 0.959 -0.650 0.761
H5 1.526 -1.952 1.494
H6 -0.036 -1.643 1.557
O1 0.414 1.628 0.967
C2 -0.394 2.376 0.470
C3 -0.954 2.227 -0.889
H7 -0.916 3.173 1.039
H8 -1.999 1.901 -0.823
H9 -0.426 1.490 -1.501
H10 -1.021 3.208 -1.372

## Properties
relative energy (zero: lowest compared OMol25 entry of this formula, charge and spin) = 16.88 kcal/mol
HOMO energy = -0.504 Eh
LUMO energy = -3.6 eV
gap between HOMO and LUMO = 10.0872 eV
charge = +1

And the Mulliken charges, in e, turn out to be: -0.724 -0.275 0.321 0.337 0.278 0.304 0.386 0.377 -0.503 0.232 -0.919 0.310 0.290 0.262 0.324



Molecular formula: C5H9N2O3
Method: DFT, ωB97M-V with the def2-TZVPD basis set

Cartesian coordinates (Å):
C1 -0.872 -0.803 -1.585
C2 -1.795 -0.762 -0.581
C3 -2.545 0.504 -0.286
O1 -3.754 0.479 -0.052
H1 -0.649 -1.763 -2.057
H2 -0.752 0.061 -2.243
C4 -2.187 -1.960 0.230
N1 -1.840 1.653 -0.316
H3 -3.241 -2.217 0.050
H4 -1.563 -2.826 -0.024
H5 -2.091 -1.754 1.306
H6 -2.311 2.517 -0.085
H7 -0.832 1.674 -0.416
C5 1.749 -0.767 -0.752
H8 1.533 -0.328 0.220
H9 1.884 -1.836 -0.893
N2 2.518 0.051 -1.603
O2 2.581 1.254 -1.352
O3 3.070 -0.463 -2.568

## Properties
relative energy (zero: lowest compared OMol25 entry of this formula, charge and spin) = 27.56 kcal/mol
HOMO energy (spin up / spin down) = -0.356 / -0.374 Eh
<S²> = 0.763
LUMO energy (spin up / spin down) = 0.2 / -2.3 eV
gap between HOMO and LUMO (spin up / spin down) = 9.9008 / 7.8604 eV
multiplicity = 2

And the Mulliken charges, in e, turn out to be: -1.559 1.150 0.419 -0.619 0.453 0.413 -1.241 -0.349 0.303 0.365 0.305 0.224 0.186 -0.587 0.357 0.367 0.912 -0.550 -0.549



Molecular formula: C4H9NO
Method: DFT, ωB97M-V with the def2-TZVPD basis set

Cartesian coordinates (Å):
C1 0.703 0.324 -1.622
C2 0.594 1.098 -0.347
C3 -0.411 0.659 0.747
N1 -0.180 -0.691 1.193
C4 -1.134 -1.704 1.230
O1 -2.247 -1.658 0.784
H1 1.599 0.767 -2.137
H2 0.960 -0.709 -1.416
H3 -0.077 0.243 -2.387
H4 1.537 1.004 0.217
H5 0.461 2.197 -0.560
H6 -0.323 1.386 1.548
H7 -1.481 0.866 0.355
H8 0.644 -1.148 0.820
H9 -0.646 -2.633 1.576

## Properties
relative energy (zero: lowest compared OMol25 entry of this formula, charge and spin) = 29.13 kcal/mol
HOMO energy = -0.361 Eh
LUMO energy = 1.0 eV
gap between HOMO and LUMO = 10.7882 eV
SMILES = CCCNC=O

And the Mulliken charges, in e, turn out to be: -0.988 -0.484 -0.471 -0.237 0.051 -0.509 0.293 0.268 0.308 0.271 0.323 0.262 0.278 0.296 0.339



Molecular formula: C6H9N
Method: DFT, ωB97M-V with the def2-TZVPD basis set

Cartesian coordinates (Å):
C1 -1.737 0.352 -0.849
C2 0.716 -0.891 1.808
C3 -0.802 -0.449 -0.095
C4 -0.402 -0.206 1.215
C5 -0.054 1.152 -0.899
C6 0.991 0.883 -1.669
N1 1.397 -1.758 1.159
H1 2.081 -2.236 1.741
H2 -2.006 -0.027 -1.828
H3 -2.389 1.003 -0.273
H4 0.806 -0.764 2.894
H5 -0.296 -1.254 -0.609
H6 -0.977 0.463 1.841
H7 -0.285 2.158 -0.578
H8 1.358 -0.120 -1.811
H9 1.598 1.692 -2.047

## Properties
relative energy (zero: lowest compared OMol25 entry of this formula, charge and spin) = 109.30 kcal/mol
HOMO energy (spin up / spin down) = -0.263 / -0.263 Eh
LUMO energy (spin up / spin down) = 0.5 / 0.5 eV
gap between HOMO and LUMO (spin up / spin down) = 7.6317 / 7.6308 eV

And the Mulliken charges, in e, turn out to be: -0.648 -0.173 0.028 -0.535 -0.093 -0.742 -0.609 0.213 0.286 0.306 0.349 0.420 0.307 0.367 0.248 0.275



Molecular formula: C21H56O21S7
Method: DFT, ωB97M-V with the def2-TZVPD basis set

Cartesian coordinates (Å):
C1 1.665 2.182 -4.645
C2 1.637 0.939 -5.483
O1 0.310 0.718 -5.997
S1 -0.514 -0.744 -5.655
C3 0.601 -1.893 -6.668
O2 -0.376 -1.041 -4.225
O3 -1.823 -0.693 -6.333
H1 0.973 2.183 -3.803
H2 1.542 3.127 -5.173
H3 2.677 2.303 -4.258
H4 2.283 1.163 -6.332
H5 2.059 0.054 -5.008
H6 1.475 -2.176 -6.080
H7 0.955 -1.343 -7.540
H8 0.107 -2.813 -6.978
C4 -6.351 0.015 4.616
C5 -5.838 -1.163 3.813
O4 -5.740 -2.248 4.726
S2 -4.235 -2.697 5.279
C6 -3.796 -3.876 3.932
O5 -3.332 -1.542 5.109
O6 -4.466 -3.428 6.540
H9 -5.658 0.368 5.379
H10 -7.293 -0.266 5.087
H11 -6.553 0.777 3.864
H12 -6.685 -1.384 3.165
H13 -4.913 -1.057 3.247
H14 -4.375 -4.783 4.107
H15 -2.717 -4.018 3.881
H16 -4.016 -3.473 2.943
C7 1.136 -0.253 -1.744
C8 0.890 0.307 -0.336
O7 1.251 -0.651 0.687
S3 0.774 -0.345 2.260
C9 -0.876 -1.091 2.076
O8 1.568 -1.240 3.137
O9 0.612 1.104 2.516
H17 0.731 -1.249 -1.923
H18 2.214 -0.196 -1.896
H19 0.651 0.376 -2.491
H20 1.457 1.203 -0.079
H21 -0.157 0.605 -0.282
H22 -0.731 -2.122 1.752
H23 -1.434 -0.538 1.320
H24 -1.264 -1.057 3.094
C10 3.643 -4.039 1.022
C11 2.123 -4.130 0.902
O10 1.685 -5.248 1.648
S4 0.570 -5.199 2.946
C12 1.752 -4.437 4.145
O11 -0.543 -4.299 2.709
O12 0.323 -6.595 3.395
H25 4.017 -4.164 2.038
H26 3.909 -3.026 0.722
H27 4.145 -4.782 0.403
H28 1.559 -3.276 1.274
H29 1.933 -4.148 -0.171
H30 2.190 -3.506 3.787
H31 2.651 -5.025 4.331
H32 1.091 -4.389 5.011
C13 6.623 5.342 -3.327
C14 6.650 4.028 -2.553
O13 5.398 3.440 -2.612
S5 4.882 2.259 -1.515
C15 3.963 3.330 -0.351
O14 3.824 1.439 -2.104
O15 6.109 1.617 -0.918
H33 7.614 5.796 -3.348
H34 5.954 5.959 -2.728
H35 6.240 5.178 -4.334
H36 7.367 3.363 -3.034
H37 6.912 4.265 -1.522
H38 3.145 3.769 -0.922
H39 4.658 4.070 0.048
H40 3.541 2.674 0.410
C16 -2.695 0.165 -2.011
C17 -3.719 -0.875 -2.438
O16 -3.556 -1.925 -1.508
S6 -4.741 -2.086 -0.403
C18 -6.137 -2.514 -1.453
O17 -4.442 -3.200 0.510
O18 -4.901 -0.774 0.197
H41 -1.676 -0.084 -2.308
H42 -2.747 0.331 -0.935
H43 -2.941 1.139 -2.435
H44 -4.749 -0.520 -2.455
H45 -3.519 -1.221 -3.453
H46 -6.835 -3.048 -0.809
H47 -5.715 -3.169 -2.216
H48 -6.542 -1.564 -1.801
C19 -1.130 3.552 0.231
C20 -0.474 4.039 1.470
O19 0.925 4.122 1.197
S7 1.794 4.927 2.251
C21 1.681 3.832 3.716
O20 3.159 4.980 1.785
O21 1.097 6.197 2.487
H49 -2.177 3.802 0.061
H50 -1.054 2.470 0.116
H51 -0.597 3.801 -0.686
H52 -1.035 4.959 1.631
H53 -0.654 3.346 2.292
H54 0.627 3.657 3.932
H55 2.113 4.411 4.533
H56 2.287 2.942 3.549

## Properties
relative energy (zero: lowest compared OMol25 entry of this formula, charge and spin) = 85.05 kcal/mol
HOMO energy = -0.395 Eh
LUMO energy = 0.1 eV
gap between HOMO and LUMO = 10.8864 eV
SMILES = CCOS(C)(=O)=O.CCOS(C)(=O)=O.CCOS(C)(=O)=O.CCOS(C)(=O)=O.CCOS(C)(=O)=O.CCOS(C)(=O)=O.CCOS(C)(=O)=O

Atom charges from the Mulliken analysis, given in e for atoms 1 to 99: -0.938 -0.244 -0.402 1.091 -1.051 -0.428 -0.623 0.176 0.427 0.150 0.386 0.342 0.329 0.388 0.390 -1.220 0.000 -0.361 1.105 -0.180 -0.532 -0.636 0.316 0.296 0.370 0.228 0.282 0.360 0.075 -0.063 -1.139 1.614 -0.305 0.767 -0.608 -0.591 -0.320 0.439 0.437 -0.287 -0.070 -0.679 0.161 0.061 0.504 -1.182 0.648 -0.404 0.953 -0.665 -0.370 -0.606 0.287 0.300 0.370 -0.474 0.310 0.115 0.362 0.352 -1.222 -0.159 -0.275 0.951 -0.962 -0.448 -0.666 0.373 0.313 0.302 0.282 0.338 0.373 0.506 0.236 -0.626 -0.478 -0.301 1.248 -1.081 -0.636 -0.634 -0.010 0.151 0.434 0.342 0.384 0.429 0.338 0.381 -0.995 -0.130 -0.080 1.087 -0.871 -0.564 -0.653 0.448 -0.035



Molecular formula: C15H39FN3O13P2V
Method: DFT, ωB97M-V with the def2-TZVPD basis set

Cartesian coordinates (Å):
O1 -1.391 0.326 -1.986
V1 -0.894 0.028 -0.451
O2 -1.593 -1.383 -0.005
F1 -2.286 1.386 0.369
C1 -2.393 -3.190 5.812
C2 -1.902 -2.410 4.595
O3 -0.868 -2.661 3.992
N1 -2.665 -1.323 4.338
C3 -2.523 -0.511 3.137
H1 -2.441 -2.528 6.677
H2 -1.750 -4.033 6.051
H3 -3.393 -3.596 5.644
H4 -3.472 -1.157 4.913
H5 -3.410 -0.591 2.513
H6 -1.691 -0.876 2.542
H7 -2.269 0.519 3.385
C4 -3.745 4.766 -0.061
C5 -4.013 4.283 -1.469
O4 -4.351 5.091 -2.327
N2 -3.755 2.985 -1.702
C6 -3.903 2.359 -3.002
H8 -4.619 5.089 0.503
H9 -3.103 5.646 -0.125
H10 -3.225 4.028 0.557
H11 -3.315 2.443 -0.970
H12 -4.838 1.786 -3.046
H13 -3.119 1.611 -3.100
H14 -3.999 3.127 -3.765
C7 2.888 2.392 -1.323
C8 1.400 2.432 -1.468
O5 0.665 1.673 -0.828
N3 0.886 3.290 -2.353
C9 -0.551 3.485 -2.516
H15 3.312 3.396 -1.420
H16 3.349 1.717 -2.048
H17 3.248 2.051 -0.359
H18 1.475 3.928 -2.858
H19 -0.709 4.324 -3.192
H20 -1.101 3.685 -1.600
H21 -0.983 2.603 -2.987
C10 0.835 -3.016 1.569
O6 1.841 -2.103 1.985
P1 1.724 -0.537 1.745
O7 0.409 -0.044 1.298
O8 2.931 -0.187 0.754
C11 4.275 -0.532 1.051
O9 2.219 0.112 3.112
C12 1.594 -0.304 4.333
H22 0.709 -3.769 2.349
H23 1.112 -3.569 0.668
H24 -0.145 -2.570 1.403
H25 4.904 -0.030 0.318
H26 4.363 -1.620 0.981
H27 4.627 -0.229 2.040
H28 2.357 -0.781 4.951
H29 0.764 -1.002 4.200
H30 1.228 0.587 4.844
C13 0.178 -3.999 -2.035
O10 1.529 -3.497 -2.110
P2 1.662 -1.910 -2.199
O11 0.827 -1.217 -1.223
O12 1.361 -1.619 -3.745
C14 1.362 -0.221 -4.104
O13 3.230 -1.644 -2.046
C15 4.172 -2.466 -2.734
H31 -0.211 -4.243 -3.023
H32 -0.466 -3.311 -1.489
H33 0.219 -4.956 -1.514
H34 2.005 -0.106 -4.977
H35 1.741 0.472 -3.351
H36 0.334 0.042 -4.344
H37 4.753 -1.837 -3.416
H38 3.724 -3.237 -3.356
H39 4.881 -2.846 -2.000

## Properties
HOMO energy = -0.309 Eh
LUMO energy = 0.3 eV
gap between HOMO and LUMO = 8.6762 eV

And the Mulliken charges, in e, turn out to be: -0.513 0.859 -0.496 -0.819 -1.419 0.673 -0.548 -0.114 -0.334 0.361 0.327 0.376 0.217 0.367 -0.217 0.257 -0.901 0.868 -0.704 0.044 -0.958 0.330 0.269 0.118 0.129 0.306 0.202 0.355 -0.934 0.311 -0.439 -0.141 -0.749 0.464 0.230 0.003 0.274 0.430 0.223 0.076 -0.491 -0.368 0.362 0.133 0.131 -0.925 -0.435 -0.257 0.410 0.238 0.052 0.275 0.270 0.325 0.273 -0.091 0.270 -0.611 -0.378 -0.813 2.424 -0.307 -0.491 -0.066 -0.887 0.275 0.165 0.244 0.364 -0.006 0.237 0.270 0.356 0.269